{"formula": "C2H5NO2Si", "method": "ωB97M-V/def2-TZVPD", "elements": ["O", "Si", "H", "H", "N", "C", "C", "O", "H", "H", "H"], "positions_angstrom": [[4.1375, -0.1446, -1.3124], [2.6873, -0.1022, -1.0834], [2.1462, 0.8892, 0.0386], [1.6244, -1.1009, -1.5938], [-1.9667, -1.0983, 2.3882], [-1.8916, -0.5985, 1.3983], [-1.8138, 0.3911, 0.4827], [-0.4319, 0.6120, -0.1539], [-2.0834, 1.3747, 0.9318], [-2.4141, -0.0074, -0.3515], [0.0060, -0.2151, -0.7446]], "atomic_forces_ev_per_a": [[2.948, -0.318, -0.998], [-3.623, 0.764, 2.306], [0.295, -1.075, -1.429], [0.603, 0.696, 0.131], [-0.500, -3.299, 4.408], [0.958, 0.372, 0.150], [2.046, 2.188, -5.629], [0.288, -2.679, -0.851], [0.079, -0.789, -0.761], [-0.453, 1.251, 0.018], [-2.640, 2.890, 2.653]], "homo_lumo_gap_ev": 10.2, "charge": 0, "largest_force_ev_per_a": 6.376, "smiles": "O=[SiH2].N#CCO"}



{"formula": "C36H42AsBaF6N4O2", "method": "ωB97M-V/def2-TZVPD", "elements": ["Ba", "C", "C", "C", "C", "C", "C", "C", "C", "C", "C", "C", "C", "N", "C", "O", "C", "C", "C", "C", "C", "N", "C", "O", "N", "C", "C", "C", "C", "C", "C", "C", "C", "C", "C", "C", "C", "H", "H", "H", "H", "H", "H", "H", "H", "H", "H", "H", "H", "H", "H", "H", "H", "H", "H", "H", "H", "H", "H", "H", "H", "H", "H", "H", "H", "H", "H", "H", "H", "H", "H", "H", "H", "H", "F", "As", "F", "F", "F", "F", "F", "C", "C", "C", "N", "C", "C", "H", "H", "H", "H", "H"], "positions_angstrom": [[0.4726, 1.3795, -0.4111], [-3.0359, 3.7138, -2.4078], [-2.3915, 2.3934, -1.9843], [-1.5783, 1.7963, -3.1394], [-3.4028, 1.3843, -1.4768], [-4.4980, 1.0898, -2.2596], [-5.4746, 0.2028, -1.8250], [-5.3422, -0.4355, -0.6009], [-4.2639, -0.2051, 0.2277], [-4.1196, -1.0640, 1.4662], [-5.1928, -0.7390, 2.5099], [-4.1601, -2.5511, 1.0996], [-3.2795, 0.7678, -0.1807], [-2.2200, 1.0915, 0.5691], [-2.2906, 1.1056, 1.9623], [-3.2183, 1.6106, 2.5507], [-1.1076, 0.5229, 2.7017], [-1.2211, 0.2794, 4.0575], [-0.1454, -0.3168, 4.7059], [0.9886, -0.6436, 3.9816], [1.0309, -0.3441, 2.6235], [-0.0091, 0.2226, 2.0023], [2.2812, -0.6969, 1.8115], [3.1028, -1.4370, 2.3590], [2.3200, -0.1443, 0.6043], [3.4525, -0.3925, -0.2231], [4.3247, 0.6809, -0.5055], [5.3695, 0.4879, -1.4019], [5.5748, -0.7367, -2.0139], [4.7312, -1.7888, -1.7184], [3.6699, -1.6424, -0.8300], [2.8180, -2.8571, -0.5256], [2.1952, -3.4443, -1.7929], [3.6309, -3.9124, 0.2263], [4.1944, 1.9963, 0.2369], [4.8247, 3.1899, -0.4785], [4.7723, 1.8575, 1.6482], [-2.2604, 4.4435, -2.6436], [-3.6433, 4.1192, -1.5994], [-3.6667, 3.5938, -3.2901], [-1.7349, 2.6585, -1.1614], [-2.2292, 1.5635, -3.9843], [-1.0925, 0.8585, -2.8647], [-0.8182, 2.4996, -3.4888], [-4.6131, 1.5759, -3.2198], [-6.3349, -0.0005, -2.4496], [-6.0948, -1.1524, -0.3000], [-3.1382, -0.8915, 1.9115], [-6.1869, -0.9539, 2.1117], [-5.1566, 0.3068, 2.8055], [-5.0495, -1.3599, 3.3962], [-5.1577, -2.8604, 0.7851], [-3.8906, -3.1493, 1.9720], [-3.4616, -2.7825, 0.2958], [-2.1308, 0.5566, 4.5711], [-0.1966, -0.5253, 5.7665], [1.8511, -1.1200, 4.4247], [6.0432, 1.3057, -1.6172], [6.3949, -0.8692, -2.7084], [4.9058, -2.7548, -2.1782], [2.0108, -2.5396, 0.1324], [2.9619, -3.7716, -2.4973], [1.5647, -2.7120, -2.3051], [1.5811, -4.3132, -1.5501], [4.4560, -4.2803, -0.3885], [3.0007, -4.7675, 0.4855], [4.0365, -3.4894, 1.1440], [3.1356, 2.2242, 0.3549], [5.9135, 3.1130, -0.4968], [4.5655, 4.1096, 0.0448], [4.4725, 3.2830, -1.5079], [5.8524, 1.7000, 1.5923], [4.3413, 1.0093, 2.1821], [4.5873, 2.7668, 2.2237], [1.3989, 3.3772, 1.2817], [0.8914, 4.8284, 0.4027], [0.4179, 5.5625, 1.8691], [-0.6708, 4.0204, 0.2680], [0.3247, 6.1258, -0.5605], [1.3248, 3.9408, -1.0767], [2.4825, 5.4544, 0.4866], [-1.5639, -4.1431, -1.2895], [-0.9268, -3.7604, -0.1233], [-0.5766, -2.4299, 0.0418], [-0.8081, -1.4864, -0.8725], [-1.4476, -1.8683, -1.9839], [-1.8430, -3.1714, -2.2383], [-1.8465, -5.1747, -1.4542], [-0.6937, -4.4746, 0.6548], [-0.0767, -2.1077, 0.9476], [-1.6609, -1.0952, -2.7069], [-2.3468, -3.4134, -3.1636]], "atomic_forces_ev_per_a": [[0.255, -0.098, -0.127], [-0.031, 0.019, 0.010], [-0.040, -0.060, -0.009], [-0.022, 0.134, -0.009], [-0.015, 0.064, -0.121], [0.105, 0.073, -0.014], [-0.056, 0.000, -0.022], [-0.019, -0.056, 0.097], [-0.007, 0.001, 0.035], [0.014, -0.044, 0.054], [0.029, -0.026, -0.026], [0.016, -0.026, 0.014], [0.005, -0.065, 0.003], [0.013, 0.144, 0.087], [0.170, -0.092, -0.003], [-0.009, 0.087, 0.055], [0.007, 0.029, -0.112], [0.035, -0.003, 0.086], [0.004, 0.010, -0.085], [-0.073, 0.039, 0.008], [-0.098, 0.058, -0.140], [0.012, 0.034, 0.102], [-0.001, 0.002, 0.056], [0.029, -0.022, 0.040], [-0.048, -0.060, 0.068], [-0.007, -0.019, -0.039], [0.048, -0.040, -0.031], [-0.017, 0.011, 0.003], [0.026, 0.027, -0.017], [-0.008, -0.031, 0.030], [0.014, 0.062, 0.022], [-0.027, 0.018, 0.014], [-0.016, 0.023, -0.008], [-0.007, -0.023, 0.002], [0.006, 0.043, -0.059], [-0.013, -0.032, 0.012], [-0.021, 0.007, 0.049], [0.001, -0.010, 0.003], [-0.005, 0.016, -0.006], [-0.008, -0.008, -0.001], [-0.062, 0.022, 0.073], [0.021, 0.016, -0.007], [0.073, -0.079, 0.023], [-0.013, 0.006, 0.020], [0.006, 0.003, -0.002], [0.001, -0.005, 0.004], [0.003, -0.017, 0.015], [-0.105, -0.056, -0.047], [-0.001, -0.002, -0.003], [0.007, 0.010, 0.000], [0.001, 0.002, -0.007], [-0.018, 0.005, -0.014], [-0.004, -0.008, -0.012], [-0.008, 0.003, 0.003], [0.008, -0.005, 0.006], [-0.002, 0.000, 0.001], [0.011, -0.005, -0.013], [-0.002, 0.008, -0.014], [0.000, -0.003, 0.006], [-0.005, 0.003, 0.001], [0.015, 0.018, -0.012], [-0.002, 0.000, -0.001], [0.010, -0.009, 0.009], [-0.021, -0.023, 0.002], [-0.005, 0.001, 0.004], [0.000, -0.003, -0.002], [0.005, 0.006, -0.001], [-0.036, -0.019, 0.040], [0.015, 0.012, 0.003], [0.006, -0.009, 0.013], [-0.008, -0.018, 0.001], [-0.003, -0.007, -0.008], [-0.001, 0.016, -0.030], [0.006, -0.002, 0.009], [-0.012, -0.080, 0.002], [0.068, 0.278, 0.088], [-0.017, 0.026, -0.035], [-0.106, -0.132, -0.047], [-0.002, -0.035, 0.062], [0.029, -0.221, -0.099], [-0.096, -0.020, 0.008], [-0.029, 0.010, -0.035], [0.006, -0.024, 0.027], [0.123, 0.076, 0.118], [-0.130, 0.081, -0.169], [0.017, -0.101, 0.130], [0.045, 0.007, 0.043], [0.006, -0.002, -0.003], [0.003, 0.002, -0.004], [-0.006, 0.003, -0.055], [-0.019, 0.073, -0.113], [-0.010, 0.008, -0.001]], "homo_lumo_gap_ev": [7.7, 5.2], "s2": 0.79, "charge": 0, "largest_force_ev_per_a": 0.302, "spin_multiplicity": 2}



{"formula": "C23H23N3O6", "method": "ωB97M-V/def2-TZVPD", "elements": ["C", "C", "H", "H", "O", "C", "O", "C", "C", "O", "H", "C", "C", "C", "C", "C", "C", "O", "C", "N", "C", "O", "C", "O", "N", "C", "C", "C", "C", "C", "C", "H", "H", "C", "H", "H", "H", "H", "H", "H", "H", "H", "H", "H", "H", "H", "N", "C", "C", "H", "H", "H", "H", "H", "H"], "positions_angstrom": [[-9.7948, -0.8660, -1.7835], [-9.4335, -0.0872, -0.5960], [-9.7611, -0.5595, 0.2521], [-10.0369, 0.8584, -0.6425], [-8.1773, 0.0488, -0.5902], [-7.4787, -0.8253, 0.1978], [-7.9654, -1.9118, 0.7082], [-6.0644, -0.2890, 0.0944], [-5.5507, 0.8908, -0.3391], [-6.0334, 1.8485, -0.8682], [-7.0808, 1.9011, -0.9317], [-4.1743, 0.9015, -0.0273], [-3.1498, 1.6031, -0.3207], [-1.7697, 1.8467, 0.1437], [-0.8261, 2.6990, -0.2632], [0.3092, 2.1718, 0.5147], [0.1014, 0.8116, 0.9696], [-1.2687, 0.6517, 0.8232], [1.0221, 0.0598, 1.5337], [2.0962, -0.2675, 0.9719], [3.2988, 0.0277, 1.1847], [3.4990, 0.6492, 2.4991], [4.4260, -0.2009, 0.3043], [4.0829, -0.7590, -0.6545], [5.6410, 0.1807, 0.4846], [6.9903, -0.1008, 0.1378], [7.1015, -0.8496, -1.1227], [8.4039, -0.6110, -1.6712], [9.4000, -0.3875, -0.8091], [9.3162, 0.1489, 0.4164], [8.0243, 0.4133, 0.8275], [7.8418, 0.6963, 1.7377], [10.1632, 0.5614, 0.9429], [10.8314, -0.5840, -1.5299], [11.5786, -0.5189, -0.7246], [11.0839, 0.5930, -2.1312], [10.9813, -1.3600, -2.2669], [8.4996, -1.1752, -2.3583], [6.2193, -0.9527, -1.6712], [5.4924, 0.5446, 1.7560], [2.1509, -0.7861, 0.0829], [0.1923, -0.8898, 1.9602], [1.1417, 0.2713, 2.6115], [1.2954, 2.5278, 0.4160], [-1.0638, 3.7181, -0.6968], [-3.3747, 2.6062, -0.7245], [-3.7213, -0.5034, 0.7503], [-4.7907, -1.1939, 0.8356], [-5.0046, -2.2900, 1.3157], [-4.1883, -2.6424, 1.8197], [-5.7102, -2.2966, 2.2009], [-5.4055, -3.0505, 0.6463], [-10.7250, -0.9726, -2.0808], [-9.4104, -0.4037, -2.6354], [-9.2245, -1.8962, -1.6998]], "atomic_forces_ev_per_a": [[4.589, -3.185, 0.420], [-8.236, 1.041, -1.586], [-1.025, -1.280, 2.265], [0.974, -0.083, 0.158], [6.810, 1.335, 1.324], [1.188, -2.757, 0.212], [2.160, 5.373, -2.128], [0.304, -4.432, 3.107], [1.684, -7.383, 3.783], [-6.611, 8.104, -4.359], [3.096, -0.833, 0.248], [2.547, -6.691, 3.134], [2.417, 6.332, -0.224], [-2.060, -5.849, 0.003], [0.910, 0.724, 2.575], [0.278, -2.460, -1.529], [-6.354, 11.224, -5.335], [1.244, 1.176, -0.646], [-6.752, -5.607, 10.892], [5.726, -4.689, -8.310], [3.031, 6.516, 13.001], [0.432, -2.840, -6.727], [0.403, 0.073, 0.280], [-2.404, -3.969, -6.585], [1.909, 3.605, 9.710], [-3.596, -2.374, -4.122], [2.878, 5.121, 2.417], [-6.184, 2.108, 9.110], [5.993, -0.073, -3.207], [-0.661, 1.192, 0.591], [1.408, -2.104, -2.630], [-0.974, 2.433, 5.005], [0.152, -0.438, 0.225], [-0.193, 5.302, 0.704], [0.075, -0.646, -0.525], [-0.835, -3.653, 1.513], [-0.252, -0.218, 0.175], [2.271, -6.163, -10.069], [-1.088, -0.928, -0.810], [0.584, -0.807, -4.319], [-1.126, 0.086, -0.201], [2.460, 1.224, -1.574], [0.733, 0.832, -0.400], [1.024, 0.725, 0.161], [0.774, -1.611, 0.414], [-0.501, -0.451, -0.740], [-1.545, 2.550, -1.373], [-0.337, 17.834, -8.735], [-4.837, -14.125, 7.231], [2.722, -1.388, 0.843], [-0.024, 0.318, -1.131], [-0.075, -0.021, -0.073], [-5.004, -0.899, -0.402], [1.321, 0.969, -1.457], [-1.424, 1.763, -0.307]], "homo_lumo_gap_ev": 7.7, "charge": 0, "largest_force_ev_per_a": 19.861}



{"formula": "C17H13N2O4S2", "method": "ωB97M-V/def2-TZVPD", "elements": ["C", "C", "C", "C", "C", "C", "S", "O", "O", "C", "C", "C", "C", "C", "C", "C", "C", "S", "O", "O", "H", "H", "H", "H", "H", "H", "H", "H", "H", "H", "N", "C", "C", "N", "C", "H", "H", "H"], "positions_angstrom": [[3.7289, -2.9715, 0.8387], [2.3802, -2.9469, 1.1944], [1.7855, -1.7216, 1.4979], [2.4920, -0.5440, 1.4246], [3.8312, -0.5548, 1.0480], [4.4541, -1.7755, 0.7730], [1.5238, 0.9279, 1.7714], [1.9594, 1.4205, 3.0654], [1.5726, 1.7544, 0.5806], [-0.0510, 0.2254, 1.8240], [-1.1979, 0.9663, 1.1784], [-2.5382, 0.2488, 1.3407], [-2.7793, -0.6561, 2.3838], [-3.9226, -1.4575, 2.3001], [-4.7665, -1.3642, 1.1893], [-4.5731, -0.3622, 0.2281], [-3.4857, 0.5101, 0.3574], [0.0557, -1.4902, 1.8628], [-0.6473, -2.0518, 0.7317], [-0.1178, -2.0326, 3.1971], [4.2152, -3.9216, 0.6000], [1.8053, -3.8695, 1.2420], [4.3655, 0.3886, 0.9839], [5.5094, -1.7907, 0.4927], [-0.9657, 0.9374, 0.0982], [-2.1346, -0.7600, 3.2651], [-4.1118, -2.2034, 3.0699], [-5.5885, -2.0662, 1.0460], [-5.2117, -0.2290, -0.6443], [-3.2804, 1.3383, -0.3364], [-1.8630, 4.4485, 1.9507], [-1.3754, 3.9665, 3.1323], [-0.9607, 2.6551, 2.9557], [-1.2508, 2.3198, 1.6499], [-1.8040, 3.4424, 1.0546], [-1.3369, 4.5121, 4.0619], [-0.4687, 1.9613, 3.6140], [-2.0872, 3.4991, -0.0016]], "atomic_forces_ev_per_a": [[-0.127, 0.187, 0.063], [0.105, 0.043, 0.161], [0.113, 0.074, -0.204], [0.316, -0.161, -0.073], [0.091, -0.062, 0.193], [-0.133, 0.196, -0.019], [-1.456, -1.018, -0.103], [0.464, 0.295, -0.672], [0.632, 0.705, 0.328], [1.015, -0.762, 0.729], [0.735, -1.512, -1.026], [0.488, 0.354, 0.563], [-0.892, 0.084, -0.149], [0.096, 0.152, -0.350], [-0.108, 0.221, -0.318], [0.367, 0.523, 0.255], [-0.002, -0.838, 0.000], [0.473, 1.334, 0.086], [-0.586, -0.698, 0.108], [-0.266, -0.654, -0.277], [-0.179, 0.334, 0.094], [0.028, 0.230, -0.020], [0.040, -0.161, -0.027], [-0.323, 0.007, 0.052], [-0.444, 0.693, 0.113], [-0.039, 0.116, -0.712], [0.000, 0.141, -0.147], [0.160, 0.147, 0.190], [-0.148, -0.249, 0.340], [-0.244, -0.620, 0.101], [-0.403, -0.582, -1.291], [0.421, -1.551, -0.759], [-0.635, 0.846, -0.070], [-0.210, 1.721, 0.598], [0.595, 0.320, 1.834], [0.018, 0.277, -0.221], [-0.121, -0.043, -0.022], [0.158, -0.089, 0.652]], "homo_lumo_gap_ev": 7.4, "charge": -1, "largest_force_ev_per_a": 1.969}



{"formula": "C3H4ClNS", "method": "ωB97M-V/def2-TZVPD", "elements": ["C", "C", "C", "N", "S", "Cl", "H", "H", "H", "H"], "positions_angstrom": [[-1.9532, 0.1963, -1.4662], [-0.1944, 0.2164, -0.6675], [-0.3738, -0.3598, 0.6132], [-2.6767, -0.4537, -0.7472], [-2.0758, -1.2244, 0.5336], [-2.2730, 1.2049, -2.7124], [0.3062, -0.5127, -1.3368], [0.2189, 1.1369, -0.8736], [0.4140, -1.0669, 0.7961], [-0.3617, 0.4180, 1.5298]], "atomic_forces_ev_per_a": [[5.551, 1.117, 2.254], [-2.587, -1.848, -4.814], [-1.020, 1.342, 3.879], [-2.519, -1.088, -0.002], [1.023, -0.727, 1.738], [-0.583, 0.950, -1.668], [-0.214, 0.402, 0.187], [0.650, 2.197, 0.158], [-0.048, -0.660, 0.352], [-0.254, -1.686, -2.084]], "homo_lumo_gap_ev": 9.4, "charge": 0, "largest_force_ev_per_a": 6.094}



{"formula": "C6H10N", "method": "ωB97M-V/def2-TZVPD", "elements": ["C", "C", "C", "C", "C", "C", "N", "H", "H", "H", "H", "H", "H", "H", "H", "H", "H"], "positions_angstrom": [[1.2858, 1.3886, 2.2331], [1.5443, 1.0819, 0.9992], [-0.6728, -0.7730, -2.3318], [-1.3105, -1.1578, -1.2569], [-1.4912, -0.6668, 1.0258], [1.7165, 0.8890, -0.2968], [-0.8058, -0.6909, -0.0544], [1.6185, 2.3206, 2.5237], [-0.8498, -1.2743, -3.3092], [0.0254, 0.0304, -2.4778], [-2.0956, -1.9171, -1.2310], [0.7585, 0.8031, 2.9476], [-1.0637, -0.3524, 1.9412], [-2.4174, -1.2668, 0.9127], [2.6801, 0.6679, -0.6405], [0.9134, 1.1313, -1.0280], [0.1644, -0.2136, 0.0432]], "atomic_forces_ev_per_a": [[-0.209, -1.143, -1.076], [-0.567, -0.101, -0.914], [-0.225, -0.749, -3.157], [0.585, -0.825, -0.633], [-0.796, -2.433, -1.480], [-1.319, 0.878, 0.928], [0.482, 2.119, 2.692], [0.435, 2.044, 0.805], [-0.410, 0.461, 0.878], [0.405, 0.034, 0.720], [0.317, 0.278, 0.135], [0.050, -0.656, 0.424], [0.142, 0.522, 0.679], [0.189, 0.962, 0.821], [1.128, -0.784, -0.712], [0.906, 0.241, 0.655], [-1.113, -0.849, -0.767]], "homo_lumo_gap_ev": 8.9, "charge": 1, "largest_force_ev_per_a": 3.460}